The following is a DFT calculation (ωB97M-V/def2-TZVPD) of a structure of composition C2H10HgN3 at a distorted geometry.

```
16
C2H10HgN3, DFT ωB97M-V/def2-TZVPD
C -1.32043 2.41071 -1.74631
Hg -0.28944 0.69981 -1.13252
N 1.21320 -2.43832 0.80578
N -0.69794 0.73966 1.67598
H 2.17634 -2.12357 0.96448
H 0.67689 -1.63019 0.41939
H -1.48627 2.36259 -2.83176
H -0.72712 3.30079 -1.49509
H -2.28574 2.45517 -1.22700
H 0.13177 0.79773 2.27242
H -1.30943 0.02057 2.07350
H -1.19239 1.63048 1.76754
H 0.79630 -2.78565 1.67062
H 1.22303 -3.16242 0.08223
N 1.96290 -1.53037 -1.78652
C 1.12834 -0.74699 -1.51275
```

Values from the calculation:
Charge: -1
F_max in eV/A: 3.11
HOMO in eV: 0.1744
Frontier orbital gap in eV: 3.277
DFT total energy in Eh: -399.73992